1.
Computed, not measured: a molecular structure, C5H4KO2 at a distorted geometry, with ωB97M-V with the def2-TZVPD basis set.

Last column: Mulliken charge in e.
CARTESIAN COORDINATES (ANGSTROEM)
O1 -0.110 -1.550 2.287  -0.44
C1 -0.184 -0.237 1.805  0.20
H1 0.513 -2.066 1.765  0.38
H2 -1.007 0.306 2.283  0.41
H3 -0.696 -0.450 0.378  0.34
C2 1.089 0.505 1.986  -0.50
C3 2.214 0.688 1.479  0.00
H4 3.282 0.636 1.331  0.38
C4 0.455 0.390 0.192  -0.88
C5 0.187 1.468 -0.475  0.60
O2 0.199 2.447 -1.136  -0.51
K1 0.189 4.918 -2.230  1.04

* F_max: 7.30 eV/A
* HOMO (spin up / spin down): -10.0272 / -10.0277 eV
* charge: +1
* E_LUMO (spin up / spin down): -3.83 / -3.83 eV
* spin multiplicity: 1
* calculated total energy: -25654.3124 eV

***

2.
Computed, not measured: C17H20BrFN2O4 in the gas phase, with ωB97M-V with the def2-TZVPD basis set.

Last column: Mulliken charge in e.
CARTESIAN COORDINATES (ANGSTROEM)
C1 -3.551 -5.213 -2.564  -1.57
C2 -3.954 -4.263 -1.439  0.72
C3 -3.638 -4.881 -0.078  -1.54
C4 -3.317 -2.876 -1.603  -0.62
C5 -1.787 -2.876 -1.621  -0.88
N1 -1.276 -1.528 -1.734  0.00
C6 -0.760 -1.057 -2.870  0.43
O1 -0.579 -1.669 -3.896  -0.67
N2 -0.377 0.319 -2.832  -0.15
C7 -0.526 1.216 -1.828  0.75
O2 -1.056 0.982 -0.764  -0.75
C8 -0.006 2.622 -2.162  -0.46
O3 0.508 3.234 -0.995  -0.28
C9 1.478 2.527 -0.381  0.53
O4 1.905 1.488 -0.825  -0.62
C10 1.924 3.194 0.847  -0.77
C11 2.900 2.657 1.588  -0.05
C12 3.444 3.193 2.821  0.62
C13 2.887 4.285 3.491  -0.47
C14 3.453 4.749 4.661  -0.18
Br1 2.664 6.237 5.546  -0.19
C15 4.582 4.158 5.210  -0.37
C16 5.148 3.074 4.565  -0.56
C17 4.579 2.608 3.394  0.40
F1 5.152 1.555 2.788  -0.30
H1 -4.144 -6.123 -2.517  0.44
H2 -2.503 -5.489 -2.482  0.32
H3 -3.711 -4.749 -3.534  0.37
H4 -5.040 -4.115 -1.495  0.30
H5 -3.892 -4.194 0.726  0.36
H6 -2.584 -5.135 0.000  0.33
H7 -4.214 -5.794 0.060  0.44
H8 -3.668 -2.436 -2.539  0.28
H9 -3.656 -2.234 -0.786  0.34
H10 -1.414 -3.429 -2.484  0.39
H11 -1.391 -3.317 -0.704  0.21
H12 -1.406 -0.882 -0.963  0.28
H13 0.096 0.600 -3.681  0.25
H14 0.769 2.578 -2.935  0.31
H15 -0.836 3.252 -2.488  0.27
H16 1.416 4.114 1.084  0.36
H17 3.344 1.733 1.236  0.48
H18 2.004 4.762 3.097  0.41
H19 5.008 4.537 6.126  0.41
H20 6.024 2.586 4.961  0.44

* F_max: 0.74 eV/A
* HOMO: -9.2006 eV
* structure (SMILES): CC(C)CCNC(=O)NC(=O)COC(=O)/C=C/c1cc(Br)ccc1F
* charge: 0
* energy relative to the best compared isomer or geometry (same formula, charge and spin): 0.0626 eV
* E_LUMO: -0.56 eV
* spin multiplicity: 1
* calculated total energy: -101885.1887 eV

***

3.
Computed, not measured: C15H17BrN4O5 in the gas phase, with ωB97M-V with the def2-TZVPD basis set.

Last column: Mulliken charge in e.
CARTESIAN COORDINATES (ANGSTROEM)
C1 -3.969 -2.525 -0.502  -1.08
O1 -2.737 -1.847 -0.407  -0.30
C2 -2.725 -0.500 -0.241  0.43
C3 -3.857 0.306 -0.278  -0.50
C4 -3.745 1.678 -0.132  -0.64
C5 -2.496 2.236 0.048  -0.64
Br1 -2.320 4.124 0.220  -0.23
C6 -1.358 1.447 0.098  -0.20
C7 -1.457 0.076 -0.037  0.51
C8 -0.250 -0.839 0.036  0.11
C9 -0.376 -1.789 1.243  -1.32
N1 -0.902 -3.109 0.847  1.17
O2 -0.497 -3.589 -0.185  -0.63
O3 -1.661 -3.652 1.612  -0.66
C10 1.059 -0.079 0.056  -1.13
C11 1.799 0.131 -1.080  1.41
N2 1.443 -0.357 -2.299  -0.36
N3 2.985 0.817 -1.017  -0.08
C12 3.819 0.983 -2.191  -1.39
C13 3.466 1.369 0.168  0.75
O4 4.516 1.972 0.201  -0.68
N4 2.683 1.195 1.271  -0.04
C14 3.170 1.799 2.500  -1.18
C15 1.477 0.485 1.311  0.74
O5 0.865 0.388 2.360  -0.70
H1 -4.513 -2.241 -1.408  0.37
H2 -4.591 -2.343 0.379  0.42
H3 -3.713 -3.582 -0.548  0.26
H4 -4.834 -0.124 -0.424  0.45
H5 -4.625 2.301 -0.163  0.40
H6 -0.397 1.908 0.255  0.53
H7 -0.267 -1.500 -0.840  0.64
H8 0.612 -1.973 1.671  0.47
H9 -1.015 -1.384 2.028  0.46
H10 1.894 -0.006 -3.123  0.24
H11 0.515 -0.722 -2.413  0.18
H12 3.330 1.614 -2.937  0.39
H13 4.078 0.015 -2.620  0.41
H14 4.728 1.484 -1.858  0.38
H15 4.150 1.392 2.747  0.33
H16 2.451 1.568 3.282  0.37
H17 3.261 2.877 2.371  0.33

* F_max: 0.93 eV/A
* HOMO: -8.5751 eV
* structure (SMILES): COc1ccc(Br)cc1[C@H](C[N+](=O)[O-])c1c(N)n(C)c(=O)n(C)c1=O
* charge: 0
* E_LUMO: 0.33 eV
* spin multiplicity: 1
* calculated total energy: -102070.0258 eV